1.
The following is a DFT calculation (wB97M-V/def2-TZVPD) of a molecular structure, C10H9N2O5SeSn.

Last column: natural (NBO) charge in e.
Atoms and positions in Å:
Sn -0.0085 -0.0232 0.1961  0.69
Se 0.1575 0.8088 2.8417  0.32
O 0.0154 -3.5594 -0.1852  -0.26
O -3.5057 -0.0150 -0.4680  -0.26
O -0.0964 -1.0944 -2.9283  -0.32
O 3.5099 0.0353 -0.4641  -0.27
O -0.0224 3.5653 -0.0899  -0.27
N 0.4521 -1.9670 3.7378  -0.30
N -1.5559 -1.3060 3.8569  -0.30
C -2.8000 -0.4862 3.7704  -0.42
C 1.9196 -2.0579 3.4951  -0.42
C -0.0022 -0.0446 -2.3480  0.36
C -0.0183 2.3996 -0.0816  0.50
C -2.3917 -0.0249 -0.3058  0.51
C -1.5083 -2.5016 4.5909  0.01
C -0.2210 -2.9268 4.5149  -0.01
C 2.3832 0.0076 -0.3288  0.51
C -0.3320 -0.8982 3.4040  0.10
C 0.0153 -2.4393 -0.0623  0.53
H 2.1539 -2.9822 2.9724  0.25
H -2.5546 0.3751 3.1655  0.21
H 2.4636 -2.0340 4.4354  0.27
H -3.1167 -0.1749 4.7609  0.27
H -3.5907 -1.0690 3.3087  0.25
H -2.3819 -2.8969 5.1037  0.29
H 2.1850 -1.2030 2.8916  0.21
H 0.2895 -3.7834 4.9509  0.29
H 0.0963 1.0945 -2.5560  0.25

Computed properties:
- DFT total energy: -94876.5869 eV
- HOMO level: -19.446 eV
- M: 434.86 g mol⁻¹
- Lowest unoccupied orbital energy: -13.4 eV
- Charge: +3
- Gap between HOMO and LUMO: 6.08 eV
- Strongest force on any atom: 0.1437 hartree/bohr

=====

2.
The following is a DFT calculation (wB97M-V/def2-TZVPD) of 13 unconnected molecules or ions with the total composition C8H22B2O27.

Last column: natural (NBO) charge in e.
Atoms and positions in Å:
O 3.7852 -2.7810 -0.3835  -0.62
O 2.6523 -1.8001 -2.1824  -0.66
O -2.6079 -0.3761 -4.4794  -0.96
O -2.6132 -1.1274 4.7780  -0.96
O -0.5054 0.2336 -1.1554  -0.64
O 3.5358 1.2094 0.1021  -0.55
O 0.8458 -5.8966 -1.2458  -0.57
O -2.3797 -1.0702 -1.4184  -0.62
O 2.0189 5.5953 -2.5297  -0.96
O -3.7357 -2.9008 0.8982  -0.98
O 3.4678 4.2753 2.4758  -0.92
O -2.3964 3.5623 2.0722  -0.96
O -5.1224 -1.2389 2.5053  -0.98
O 5.7725 -1.6951 -0.5539  -0.59
O 4.4248 -0.5098 -2.9766  -0.57
O 6.2678 0.9957 0.9649  -0.97
O -0.3421 -3.9453 0.5182  -0.55
O 2.2785 -4.1632 -1.6792  -0.65
O 1.3780 -2.5775 -0.2759  -0.66
O 1.5130 0.8140 -3.4290  -0.96
O -5.0222 -1.4399 -2.2421  -0.96
O 0.3286 2.4240 -0.2658  -0.65
O -3.7925 1.3620 3.5721  -0.95
O 1.4147 0.3612 0.2607  -0.64
O -0.8860 0.8360 1.0234  -0.63
O 2.0924 3.7891 -0.3412  -0.58
O -2.6100 -0.5570 1.5314  -0.64
C 0.6343 -3.6971 -0.1685  0.68
C -1.5724 -0.3608 -0.7464  0.71
C 4.6190 -1.9543 -0.9054  0.70
C 1.6276 2.6613 -0.2535  0.69
C 2.3316 1.3318 0.0372  0.69
C 1.2889 -4.7680 -1.0476  0.68
C -1.7275 -0.0793 0.7732  0.72
C 3.9250 -1.2968 -2.1189  0.68
B 2.5239 -2.7997 -1.1471  1.16
B 0.0863 0.9689 -0.0424  1.18
H -1.8028 -0.8852 -4.3853  0.47
H 2.3909 0.4474 -3.3236  0.48
H 1.0342 0.5166 -2.6553  0.47
H -4.0513 1.7433 2.7331  0.49
H -4.3889 -1.3954 -1.5257  0.50
H -2.6502 -0.2838 4.3272  0.48
H 2.1360 5.0136 -1.7786  0.49
H -3.1883 -0.7170 -3.7988  0.49
H 3.4049 4.2895 3.4308  0.46
H -1.5393 3.2952 1.7401  0.48
H -3.1851 -2.1240 0.9968  0.49
H -4.9541 -1.7106 1.6896  0.48
H -4.3894 -0.6285 2.5851  0.48
H -4.2870 1.8586 4.2241  0.47
H 5.3178 0.9217 0.8741  0.49
H 2.6811 3.8107 2.1904  0.47
H -3.4547 -3.2906 0.0703  0.48
H -2.5072 3.0616 2.8805  0.47
H -5.7479 -0.8853 -1.9558  0.46
H 1.3451 5.1698 -3.0600  0.46
H -2.2654 -1.7339 4.1242  0.48
H 6.6023 0.1414 0.6921  0.48

Computed properties:
- Energy above the lowest of the compared OMol25 structures with the same formula, charge and spin: 1.280 eV
- DFT total energy: -65303.9976 eV
- HOMO level: -5.710 eV
- M: 571.86 g mol⁻¹
- Lowest unoccupied orbital energy: 3.6 eV
- Charge: -2
- Gap between HOMO and LUMO: 9.35 eV
- Strongest force on any atom: 0.1047 hartree/bohr

=====

3.
The following is a DFT calculation (wB97M-V/def2-TZVPD) of 2 unconnected molecules or ions with the total composition C7H9OP.

Last column: natural (NBO) charge in e.
Atoms and positions in Å:
P 0.4225 -1.9708 -1.1205  0.96
O 1.5069 -1.2248 -2.0899  -1.00
C -1.7569 2.0073 0.3054  -0.22
C 0.1359 0.8672 -0.6854  -0.22
C -2.2641 0.6844 0.6413  -0.20
C -1.6115 -0.4263 0.2725  -0.23
C -0.3316 -0.4084 -0.4353  -0.39
C -0.6084 2.0310 -0.3515  -0.20
C 2.2145 -1.7494 1.1321  -0.60
H 1.1582 0.9194 -1.0767  0.20
H 2.0472 -2.7353 1.4630  0.19
H -3.3057 0.5491 1.1622  0.22
H 1.5727 -0.9740 1.3996  0.18
H 3.1934 -1.3555 0.9534  0.17
H -2.0581 -1.3911 0.3553  0.21
H -0.2049 3.0315 -0.6642  0.21
H 2.1960 -0.7668 -1.6721  0.49
H -2.3062 2.9123 0.4110  0.22

Computed properties:
- Energy above the lowest of the compared OMol25 structures with the same formula, charge and spin: 2.822 eV
- DFT total energy: -18737.9948 eV
- HOMO level (alpha / beta): -8.631 / -7.608 eV
- M: 140.12 g mol⁻¹
- Lowest unoccupied orbital energy (alpha / beta): -0.6 / -0.3 eV
- Gap between HOMO and LUMO (alpha / beta): 7.99 / 7.35 eV
- Strongest force on any atom: 0.0746 hartree/bohr

=====

4.
The following is a DFT calculation (wB97M-V/def2-TZVPD) of 6 unconnected molecules or ions with the total composition C23H48O12P2S6.

Last column: Mulliken charge in e.
Atoms and positions in Å:
S -3.2138 2.8459 2.2725  1.21
S 2.6702 3.1175 3.3847  1.20
S -2.7966 -0.5130 -1.6979  -0.39
S -8.9262 3.5712 4.5461  1.13
S 1.1398 -2.8100 -4.1782  1.06
S 4.9370 -6.8104 -2.6007  1.28
P -3.4754 0.6685 -3.0992  0.12
P -3.1456 2.7936 -2.6771  -0.02
O 0.2976 -3.8658 -4.6860  -0.71
O 1.4775 3.8578 3.7247  -0.65
O -3.8109 2.7850 0.9582  -0.62
O 1.6878 2.6385 -2.1022  -0.61
O 2.8992 1.7764 3.8670  -0.67
O 4.2471 -6.1413 -1.5231  -0.66
O 5.2814 -6.1326 -3.8284  -0.73
O -3.6111 3.8321 3.2498  -0.65
O 0.7743 -1.4150 -4.3062  -0.61
O -8.7001 2.2302 5.0299  -0.66
O -10.1222 4.3088 4.8773  -0.67
O -0.4307 3.2579 -2.3609  -0.32
C -1.4308 3.1765 -3.4004  -0.62
C 2.7832 -4.0140 -2.5286  -0.48
C 6.3994 -7.5907 -1.9358  -0.78
C 0.5755 2.3000 -2.4419  0.51
C 2.8880 3.1302 1.6043  -0.39
C -6.5684 4.3853 3.7442  -0.28
C -0.9232 1.9331 3.1492  -0.36
C 0.3580 0.8308 -2.8758  -0.28
C 2.8014 -3.0484 -4.8038  -0.75
C 1.5216 -3.1576 -2.4695  -0.80
C 4.1107 4.0106 1.3302  -0.77
C -7.4659 4.4662 2.5060  -0.65
C -3.2879 1.2250 3.0353  -0.72
C 5.0192 3.9306 2.5619  -0.60
C -7.4964 4.5663 4.9403  -0.80
C 5.9224 -8.9702 -1.4964  -0.57
C 5.0076 -9.4720 -2.6184  -0.63
C 4.1029 4.1132 3.7666  -0.77
C 4.0598 -8.3255 -2.9849  -0.71
C -8.6917 3.5853 2.7685  -0.66
C -1.8450 0.7113 3.0818  -0.80
C 3.6769 -3.3552 -3.5850  -0.47
C -1.4387 2.9002 2.0948  -0.69
H 5.8025 4.6888 2.5374  0.36
H -7.0609 4.2297 5.8795  0.40
H -1.0838 3.9201 2.2353  0.45
H -0.5766 0.6672 -3.4529  0.03
H -6.0886 3.4058 3.7879  0.10
H 5.3550 -8.8905 -0.5651  0.28
H 3.1510 -8.3480 -2.3836  0.38
H 2.7798 -3.8845 -5.5027  0.35
H 7.1317 -7.6641 -2.7412  0.36
H 3.7725 5.1489 3.8576  0.34
H 3.0524 2.1030 1.2794  0.39
H 3.2749 -4.0698 -1.5615  0.40
H -5.7855 5.1416 3.7263  0.36
H -1.6923 0.0422 3.9294  0.38
H -1.1602 2.5205 -4.2559  0.45
H 0.1170 1.6666 2.9694  0.12
H -3.0952 2.9992 -1.2710  0.12
H 6.7602 -9.6462 -1.3238  0.36
H -3.9291 0.5770 2.4394  0.47
H 1.7139 -2.2053 -1.9720  0.34
H -4.8418 0.3968 -3.3680  0.12
H 4.5154 -3.9931 -3.8568  0.23
H 0.6789 -3.6622 -1.9999  0.47
H 3.7928 5.0456 1.1790  0.32
H 2.5305 -5.0292 -2.8370  0.21
H 4.5463 3.7769 4.7023  0.41
H -6.9389 4.1484 1.6052  0.29
H 0.3217 0.2073 -1.9569  0.17
H 3.8044 -8.3324 -4.0434  0.40
H 5.6127 -9.7419 -3.4881  0.30
H -0.9876 2.3911 4.1393  0.32
H -2.7358 0.4338 -4.3066  0.06
H -1.1967 2.5518 1.0885  0.25
H -7.8276 5.6021 5.0298  0.39
H 4.0885 -2.4240 -3.1837  0.31
H -9.5872 3.9824 2.2933  0.37
H -8.5243 2.5581 2.4449  0.35
H 4.4511 -10.3606 -2.3189  0.32
H 3.1226 -2.1437 -5.3179  0.37
H -7.7828 5.5017 2.3527  0.33
H 1.9890 3.5279 1.1356  0.24
H 6.7980 -6.9909 -1.1194  0.40
H -1.6297 0.1433 2.1724  0.28
H -3.7064 1.3444 4.0348  0.36
H -1.5246 4.2095 -3.8172  0.38
H 5.4998 2.9491 2.6034  0.29
H 1.2071 0.4872 -3.4968  0.30
H 4.6278 3.6921 0.4248  0.34

Computed properties:
- DFT total energy: -132785.6948 eV
- HOMO level: -8.140 eV
- M: 770.98 g mol⁻¹
- Lowest unoccupied orbital energy: 0.4 eV
- Gap between HOMO and LUMO: 8.52 eV
- Strongest force on any atom: 0.0394 hartree/bohr
- SMILES: CC(=O)OCP[PH2]=S.O=S1(=O)CCCC1.O=S1(=O)CCCC1.O=S1(=O)CCCC1.O=S1(=O)CCCC1.O=S1(=O)CCCC1

=====

What did the first record say?
The following is a DFT calculation (wB97M-V/def2-TZVPD) of a molecular structure, C10H9N2O5SeSn.

Last column: natural (NBO) charge in e.
Atoms and positions in Å:
Sn -0.0085 -0.0232 0.1961  0.69
Se 0.1575 0.8088 2.8417  0.32
O 0.0154 -3.5594 -0.1852  -0.26
O -3.5057 -0.0150 -0.4680  -0.26
O -0.0964 -1.0944 -2.9283  -0.32
O 3.5099 0.0353 -0.4641  -0.27
O -0.0224 3.5653 -0.0899  -0.27
N 0.4521 -1.9670 3.7378  -0.30
N -1.5559 -1.3060 3.8569  -0.30
C -2.8000 -0.4862 3.7704  -0.42
C 1.9196 -2.0579 3.4951  -0.42
C -0.0022 -0.0446 -2.3480  0.36
C -0.0183 2.3996 -0.0816  0.50
C -2.3917 -0.0249 -0.3058  0.51
C -1.5083 -2.5016 4.5909  0.01
C -0.2210 -2.9268 4.5149  -0.01
C 2.3832 0.0076 -0.3288  0.51
C -0.3320 -0.8982 3.4040  0.10
C 0.0153 -2.4393 -0.0623  0.53
H 2.1539 -2.9822 2.9724  0.25
H -2.5546 0.3751 3.1655  0.21
H 2.4636 -2.0340 4.4354  0.27
H -3.1167 -0.1749 4.7609  0.27
H -3.5907 -1.0690 3.3087  0.25
H -2.3819 -2.8969 5.1037  0.29
H 2.1850 -1.2030 2.8916  0.21
H 0.2895 -3.7834 4.9509  0.29
H 0.0963 1.0945 -2.5560  0.25

Computed properties:
- DFT total energy: -94876.5869 eV
- HOMO level: -19.446 eV
- M: 434.86 g mol⁻¹
- Lowest unoccupied orbital energy: -13.4 eV
- Charge: +3
- Gap between HOMO and LUMO: 6.08 eV
- Strongest force on any atom: 0.1437 hartree/bohr